17
Properties=species:S:1:pos:R:3:forces:R:3 method="wB97M-V/def2-TZVPD" smiles="C=CC=O.C=CC" fmax_ev_per_a=0.43 homo_lumo_gap_ev=9.66 e_above_lowest_kj_mol=173.2
C 0.8648 1.0875 0.6985 0.09 0.01 -0.12
C 1.8346 0.3200 0.2015 -0.16 0.18 0.26
C 2.0420 -1.0410 0.7516 -0.07 -0.10 0.21
O 1.2707 -1.5948 1.5046 0.28 0.15 -0.27
H 0.6544 2.0853 0.3292 0.15 -0.08 0.05
H 0.1841 0.6923 1.4465 0.30 0.09 0.10
H 2.4698 0.6321 -0.6251 0.02 0.06 0.25
H 2.9823 -1.5420 0.4449 -0.10 -0.02 0.00
C -2.3195 0.5808 -0.0643 0.07 0.04 0.03
C -1.3277 0.5172 -0.9499 -0.16 -0.09 -0.14
C -0.6195 -0.7724 -1.2595 -0.13 -0.17 -0.13
H -3.0184 1.4136 -0.0121 0.40 0.04 0.16
H -2.4713 -0.2359 0.6426 -0.18 0.03 -0.31
H -1.0966 1.3803 -1.5819 -0.23 -0.27 0.02
H 0.4522 -0.7119 -1.4763 -0.32 0.24 0.08
H -1.0926 -1.1451 -2.1705 0.01 -0.25 -0.02
H -0.7723 -1.5071 -0.4596 0.05 0.15 -0.18

***

17
Properties=species:S:1:pos:R:3:forces:R:3 method="wB97M-V/def2-TZVPD" smiles="CC1=CC[C@H]1CO" fmax_ev_per_a=0.68 homo_lumo_gap_ev=10.37 e_above_lowest_kj_mol=112.5
C -0.8416 -1.9687 -0.1568 -0.01 -0.02 0.04
C -0.6471 -0.5426 0.2152 -0.06 0.08 0.23
C -0.8368 0.2031 1.3136 -0.03 -0.23 -0.09
C -0.4475 1.5045 0.6412 0.07 0.19 0.02
C -0.1233 0.6200 -0.6069 0.09 0.02 -0.16
C 1.3629 0.5141 -0.9657 -0.24 0.11 -0.34
O 2.1464 0.0111 0.0939 -0.18 0.15 0.64
H -1.0881 -2.5779 0.7148 0.00 0.04 -0.05
H -1.6585 -2.0574 -0.8806 0.06 -0.02 0.04
H 0.0554 -2.3842 -0.6268 -0.04 0.09 0.06
H -1.1842 -0.0293 2.3184 0.01 0.04 -0.19
H 0.4002 2.0704 1.0486 -0.09 -0.12 0.01
H -1.2777 2.2026 0.4891 0.12 -0.08 -0.01
H -0.7056 0.8723 -1.5019 0.11 -0.03 0.08
H 1.7385 1.5020 -1.2803 -0.10 -0.16 0.02
H 1.4952 -0.1799 -1.8054 -0.06 0.14 0.06
H 1.6690 0.2058 0.9217 0.35 -0.21 -0.36

***

17
Properties=species:S:1:pos:R:3:forces:R:3 method="wB97M-V/def2-TZVPD" fmax_ev_per_a=0.60 homo_lumo_gap_ev="7.21 / 6.09" e_above_lowest_kj_mol=453.1
C 0.5718 2.2099 0.3994 -0.05 -0.06 -0.01
C -0.1008 0.9760 -0.0822 0.32 0.49 0.13
O 0.1768 0.5659 -1.3204 0.08 -0.06 -0.14
C -0.2890 -0.7944 -1.4924 0.05 -0.16 -0.03
C -0.4633 -1.3721 -0.0705 -0.40 0.21 -0.13
C 0.7191 -1.8289 0.6224 0.42 -0.27 0.11
C -0.7439 -0.0522 0.6782 -0.40 0.24 0.08
H 0.6456 2.9597 -0.3916 -0.01 -0.11 0.10
H 1.5868 1.9387 0.7266 -0.05 0.03 -0.02
H 0.0427 2.6312 1.2576 0.08 -0.06 -0.13
H -1.5373 0.7735 0.1705 -0.11 -0.36 0.12
H -1.2395 -0.7459 -2.0372 0.12 -0.06 0.11
H 0.4655 -1.3217 -2.0804 -0.11 0.07 0.05
H -1.3059 -2.0663 -0.0226 0.14 0.08 -0.03
H 1.6483 -1.2715 0.5301 -0.14 -0.09 0.02
H 0.6664 -2.6233 1.3572 -0.01 0.12 -0.11
H -0.8431 0.0213 1.7554 0.06 -0.02 -0.11

***

17
Properties=species:S:1:pos:R:3:forces:R:3 method="wB97M-V/def2-TZVPD" smiles="O[C@@H]1C=CCCC1" fmax_ev_per_a=3.14 homo_lumo_gap_ev=10.10 e_above_lowest_kj_mol=246.0
O -1.5144 -1.1631 -1.5670 0.25 -0.03 0.34
C -0.4577 -0.2445 -1.4570 2.57 -1.11 1.42
C 1.1595 -0.9405 -0.8713 -2.49 1.15 0.20
C 1.6609 -0.6855 0.3512 -2.08 1.14 0.99
C 0.7454 0.0490 1.5665 1.29 -0.88 -2.23
C -0.5670 0.7061 1.1261 -0.13 0.16 -2.86
C -0.7870 0.9692 -0.6141 0.79 -0.45 2.56
H -2.0480 -1.1192 -0.7619 0.22 -0.09 -0.13
H -0.0811 -0.0899 -2.4696 -0.51 0.57 0.08
H 1.5200 -1.4834 -1.7615 0.49 0.22 1.01
H 2.6108 -0.9187 0.8699 -0.34 -0.34 -1.19
H 1.4212 0.7634 2.0686 -0.31 -0.33 -0.20
H 0.6052 -0.8280 2.2184 -0.22 0.55 0.05
H -1.4460 0.1117 1.4302 0.38 0.29 -0.10
H -0.6929 1.7406 1.4675 0.10 -0.43 0.33
H -1.8456 1.2555 -0.5628 0.21 -0.13 -0.75
H -0.1809 1.8219 -0.9641 -0.22 -0.30 0.49

***

17
Properties=species:S:1:pos:R:3:forces:R:3 method="wB97M-V/def2-TZVPD" fmax_ev_per_a=0.45 homo_lumo_gap_ev=8.91 e_above_lowest_kj_mol=570.5
C 2.1807 1.0569 -0.1054 -0.16 -0.03 0.00
C 1.8304 -0.1223 -0.9126 0.35 0.15 0.24
O 0.2571 -0.8477 0.7435 0.11 0.01 0.01
C -1.1304 -1.0814 0.9666 -0.30 -0.13 0.25
C -1.8517 0.2394 0.7062 -0.11 0.09 0.09
C -1.2795 0.2085 -0.7459 0.04 0.06 -0.14
C -0.5902 -1.1038 -0.3925 -0.08 -0.25 -0.33
H 1.4821 1.8931 -0.2161 0.16 -0.06 -0.05
H 2.4547 0.9180 0.9475 0.02 -0.02 -0.17
H 3.0938 1.3404 -0.6701 0.04 0.02 0.02
H 2.3506 -0.9834 -0.4483 0.05 0.13 -0.13
H -1.3737 -1.8896 1.6486 -0.01 0.13 -0.09
H -1.5268 1.0652 1.3457 -0.12 -0.12 -0.07
H -2.9397 0.1413 0.7251 0.13 0.06 0.05
H -2.0556 0.0793 -1.5052 0.08 0.03 0.14
H -0.6002 1.0094 -1.0482 -0.14 -0.15 0.05
H -0.3017 -1.9233 -1.0390 -0.05 0.10 0.11

***

17
Properties=species:S:1:pos:R:3:forces:R:3 method="wB97M-V/def2-TZVPD" smiles="C[C@H]1CC=CCO1" fmax_ev_per_a=2.59 homo_lumo_gap_ev=9.76 e_above_lowest_kj_mol=157.8
C -2.2263 0.2578 0.0387 -0.03 -0.01 0.00
C -0.7409 0.1592 0.3337 -0.10 -0.14 0.10
C -0.1751 -1.2508 0.1053 -0.01 0.05 -0.27
C 1.3253 -1.1938 0.0056 -0.02 0.87 -0.94
C 1.9698 -0.0264 0.0530 0.03 0.33 0.05
C 1.2710 1.2622 -0.1629 0.16 0.38 0.39
O -0.0769 1.0701 -0.5291 -0.01 0.19 0.12
H -2.7956 -0.4251 0.6781 0.10 0.08 -0.08
H -2.4195 -0.0013 -1.0077 0.05 0.02 0.13
H -2.5846 1.2775 0.2092 0.06 -0.15 0.00
H -0.5533 0.4721 1.3764 0.00 -0.11 -0.11
H -0.5449 -1.6490 -0.8435 -0.22 0.04 -0.03
H -0.5656 -1.9257 0.8867 0.43 0.16 -0.16
H 1.9281 -1.6159 -0.7914 -0.01 -2.48 0.74
H 3.0552 -0.0564 -0.0251 -0.10 0.27 -0.40
H 1.3874 1.9098 0.7087 -0.28 0.49 0.08
H 1.7460 1.7358 -1.0359 -0.05 0.02 0.38

***

17
Properties=species:S:1:pos:R:3:forces:R:3 method="wB97M-V/def2-TZVPD" smiles="C=C(C)/C=C/CO" fmax_ev_per_a=1.56 homo_lumo_gap_ev=9.26 e_above_lowest_kj_mol=159.3
C 0.1184 1.4743 1.5087 0.39 -1.38 0.19
C 0.2445 0.1335 1.3975 -0.70 0.33 -0.82
C 0.1768 -0.8065 2.5437 -1.03 -0.65 -0.08
C 0.3423 -0.4819 0.0537 0.24 0.86 0.12
C -0.0432 0.2265 -1.0168 -0.70 -0.37 -0.92
C 0.1072 -0.0934 -2.4730 -1.18 -1.02 -0.06
O -1.2582 -0.2376 -2.9634 0.43 0.12 0.24
H -0.2763 1.8776 2.4317 0.47 0.38 0.05
H 0.4557 2.0791 0.6831 -0.49 0.39 0.00
H 0.2725 -0.2752 3.4856 0.25 -0.33 0.16
H -0.7712 -1.3673 2.5355 -0.11 0.39 0.12
H 0.8706 -1.6354 2.3908 0.55 0.36 0.38
H 0.6562 -1.5198 -0.0194 0.64 0.21 -0.20
H -0.8235 0.9812 -0.9511 0.65 0.59 0.62
H 0.5858 0.6853 -3.0683 0.28 0.16 0.39
H 0.6069 -1.0437 -2.6493 0.38 -0.06 0.08
H -1.2646 0.0032 -3.8888 -0.06 0.01 -0.27

***

17
Properties=species:S:1:pos:R:3:forces:R:3 method="wB97M-V/def2-TZVPD" fmax_ev_per_a=0.49 homo_lumo_gap_ev="7.66 / 7.66" e_above_lowest_kj_mol=569.8
C -2.1829 0.0145 0.2120 -0.04 -0.02 0.02
C -0.7229 0.3510 0.3112 -0.45 0.00 -0.16
C 1.1825 0.5274 1.0620 0.48 0.03 0.11
C 1.3780 0.8816 -0.4073 0.05 0.00 0.03
C 0.1894 0.0881 -0.9398 -0.03 0.03 -0.11
C 0.3510 -1.3360 -0.4490 0.07 -0.11 -0.12
O 0.0502 -0.9363 0.9093 0.03 0.12 0.14
H -2.6556 0.0181 1.2000 0.08 0.02 -0.15
H -2.6756 0.7909 -0.3869 0.09 -0.09 0.08
H -2.4025 -0.9609 -0.2585 0.06 0.09 0.04
H 0.9376 1.3156 1.7648 -0.05 -0.18 -0.16
H 1.9333 -0.1555 1.4757 -0.12 0.06 -0.06
H 2.3642 0.5949 -0.7973 -0.15 0.02 0.07
H 1.2056 1.9525 -0.5584 -0.01 -0.15 0.04
H -0.1334 0.2787 -1.9667 0.03 -0.01 0.17
H 1.3310 -1.8244 -0.5330 -0.15 0.07 0.00
H -0.4306 -2.0226 -0.7885 0.12 0.12 0.05

***

17
Properties=species:S:1:pos:R:3:forces:R:3 method="wB97M-V/def2-TZVPD" fmax_ev_per_a=0.57 homo_lumo_gap_ev="8.02 / 7.65" e_above_lowest_kj_mol=579.2
C 0.7226 -0.3176 1.6577 0.01 0.04 0.06
C -0.0053 -1.0743 0.5551 -0.13 0.04 0.19
C -1.3299 -0.4430 0.1055 0.05 -0.30 0.00
C -0.4807 1.7697 -0.5498 0.51 0.23 -0.10
C 0.4394 1.2065 -1.3141 -0.39 -0.03 0.11
C 0.4151 -0.2493 -1.5701 0.39 -0.06 -0.30
O 0.8115 -1.1681 -0.6290 0.09 0.05 0.00
H 0.1381 -0.3627 2.5822 0.07 0.01 -0.09
H 0.8937 0.7314 1.4005 -0.05 -0.17 0.01
H 1.6936 -0.7864 1.8410 -0.12 0.05 0.00
H -0.1383 -2.1152 0.8792 -0.04 0.20 -0.03
H -1.7592 0.2448 0.8287 0.11 -0.11 -0.11
H -2.0955 -1.1915 -0.1675 0.26 0.34 -0.06
H -0.3955 2.7471 -0.0723 -0.14 -0.08 -0.04
H 1.1679 1.7883 -1.8883 -0.10 -0.10 0.20
H -0.9066 -0.2109 -1.1291 -0.31 -0.15 0.10
H 0.8288 -0.5686 -2.5296 -0.22 0.04 0.04

***

17
Properties=species:S:1:pos:R:3:forces:R:3 method="wB97M-V/def2-TZVPD" smiles=C#CC(C)(C)OC fmax_ev_per_a=5.45 homo_lumo_gap_ev=9.81 e_above_lowest_kj_mol=356.6
C -0.7479 0.9210 -2.1393 -0.07 -0.30 2.52
C -0.5821 0.4838 -0.9963 0.94 -0.06 -5.37
C -0.1657 -0.2271 0.1319 -2.83 2.73 2.50
C -1.2062 0.8026 1.0307 0.73 -1.94 1.65
C -0.5411 -1.6380 0.3588 -0.43 -0.98 -0.41
O 1.0528 0.0098 0.6800 1.71 0.44 2.56
C 2.1539 0.2377 -0.1181 -0.32 -0.17 -3.15
H -1.1436 1.6371 -2.8066 -0.11 0.15 -0.52
H -0.8111 0.5456 2.0273 -0.45 0.34 0.02
H -2.2462 0.4746 0.9687 0.17 -0.04 -0.17
H -1.1578 1.8874 0.9136 0.47 -0.34 -0.54
H -1.6001 -1.7847 0.1467 0.02 -0.16 0.13
H -0.2870 -1.9180 1.3885 -0.22 0.11 -0.23
H 0.0262 -2.2843 -0.3211 -0.04 0.04 0.10
H 1.8561 1.0434 -0.8072 0.68 0.12 0.02
H 3.1338 0.4522 0.3138 -0.70 -0.02 0.87
H 2.2661 -0.6433 -0.7712 0.44 0.09 0.01

***

17
Properties=species:S:1:pos:R:3:forces:R:3 method="wB97M-V/def2-TZVPD" fmax_ev_per_a=0.66 homo_lumo_gap_ev=8.41 e_above_lowest_kj_mol=399.3
C -0.0562 1.7648 0.0506 -0.01 -0.01 -0.02
C -0.0152 0.2423 -0.0063 -0.03 0.10 -0.06
C 1.3251 -0.4691 0.3537 0.17 -0.10 -0.01
C 0.4380 -1.5682 0.8660 0.14 0.31 0.36
C -0.6287 -0.5589 1.1831 -0.12 -0.10 0.12
O -0.4725 -1.7708 -1.3026 -0.01 -0.14 -0.04
C -0.5413 -0.3651 -1.3119 0.00 0.26 0.01
H 0.5581 2.2033 -0.7451 -0.11 -0.09 0.10
H 0.3285 2.1259 1.0115 -0.07 -0.09 -0.18
H -1.0819 2.1361 -0.0637 0.15 -0.08 0.00
H 2.0525 -0.7156 -0.4262 -0.10 0.00 0.19
H 1.8062 0.0799 1.1701 -0.06 0.02 -0.04
H -0.0853 -2.1802 -0.4334 -0.26 0.07 -0.60
H -0.4185 -0.0240 2.1154 0.01 0.03 -0.07
H -1.6727 -0.8870 1.1553 0.20 0.02 0.06
H 0.0488 0.0309 -2.1541 -0.07 -0.11 0.14
H -1.5848 -0.0446 -1.4625 0.16 -0.09 0.05

***

17
Properties=species:S:1:pos:R:3:forces:R:3 method="wB97M-V/def2-TZVPD" smiles="OC1C=CC=C1.C" fmax_ev_per_a=0.25 homo_lumo_gap_ev=9.54 e_above_lowest_kj_mol=102.3
O -0.5023 -1.8910 0.5617 0.12 -0.01 -0.19
C -1.0623 -0.6202 0.8186 -0.15 0.19 0.09
C -0.1309 0.4622 1.3301 -0.02 0.13 -0.06
C -0.3545 1.5937 0.6489 0.02 -0.12 0.11
C -1.3633 1.3383 -0.4043 -0.05 -0.08 -0.01
C -1.7524 0.0581 -0.3453 0.00 0.08 0.00
H 0.0760 -1.8008 -0.2075 -0.07 -0.05 0.16
H -1.8153 -0.7936 1.6026 0.03 0.05 -0.07
H 0.5647 0.3073 2.1478 -0.13 0.04 -0.12
H 0.1238 2.5539 0.8132 -0.07 -0.15 0.00
H -1.7196 2.0889 -1.1033 0.05 -0.13 0.12
H -2.4802 -0.4446 -0.9736 0.12 0.09 0.10
C 2.1017 -0.6055 -0.9684 0.05 -0.02 -0.03
H 2.0460 -1.3443 -1.7723 0.04 0.08 0.11
H 3.0385 -0.0510 -1.0511 -0.10 -0.08 -0.01
H 2.0686 -1.1026 0.0056 0.06 0.07 -0.16
H 1.2673 0.0932 -1.0450 0.09 -0.09 -0.02

***

| no. | E (eV) |
| --- | --- |
| 1 | -8429.446 |
| 2 | -8430.074 |
| 3 | -8426.544 |
| 4 | -8428.691 |
| 5 | -8425.328 |
| 6 | -8429.605 |
| 7 | -8429.589 |
| 8 | -8425.335 |
| 9 | -8425.237 |
| 10 | -8427.544 |
| 11 | -8427.102 |
| 12 | -8430.180 |